Record 1
{
  "formula": "C45H51Cl2N5P2RuSSe2Si2",
  "method": "ωB97M-V/def2-TZVPD",
  "species": ["Ru", "C", "Si", "C", "C", "N", "P", "C", "P", "N", "Si", "C", "C", "C", "C", "C", "C", "C", "C", "C", "C", "C", "C", "C", "C", "C", "C", "C", "C", "C", "C", "C", "C", "C", "C", "C", "C", "C", "H", "H", "H", "H", "H", "H", "H", "H", "H", "H", "H", "H", "H", "H", "H", "H", "H", "H", "H", "H", "H", "H", "H", "H", "H", "H", "H", "H", "H", "H", "H", "H", "H", "H", "H", "H", "H", "H", "Se", "Se", "C", "C", "C", "C", "C", "N", "C", "C", "C", "C", "C", "N", "H", "H", "H", "H", "H", "H", "H", "H", "S", "C", "C", "N", "C", "H", "H", "H", "Cl", "C", "Cl", "H", "H"],
  "coordinates": [[-17.021, -6.642, -6.859], [-18.479, -9.632, -11.426], [-17.738, -10.565, -9.991], [-18.345, -12.400, -9.778], [-15.906, -10.709, -10.505], [-17.834, -9.796, -8.495], [-18.884, -9.436, -7.398], [-18.479, -7.780, -6.766], [-19.449, -6.521, -5.891], [-18.452, -5.255, -6.167], [-18.466, -3.526, -5.876], [-17.910, -2.660, -7.444], [-17.123, -2.993, -4.552], [-20.189, -2.888, -5.390], [-19.664, -6.827, -4.140], [-19.923, -5.764, -3.287], [-20.137, -5.989, -1.930], [-20.196, -7.293, -1.435], [-19.986, -8.355, -2.310], [-19.588, -8.129, -3.610], [-21.099, -6.373, -6.547], [-21.494, -5.228, -7.310], [-22.846, -4.969, -7.477], [-23.843, -5.880, -7.109], [-23.427, -7.062, -6.457], [-22.062, -7.290, -6.182], [-18.879, -10.727, -6.147], [-17.731, -11.476, -6.166], [-17.524, -12.401, -5.152], [-18.528, -12.682, -4.236], [-19.771, -12.033, -4.304], [-19.952, -11.018, -5.236], [-20.580, -9.680, -8.083], [-21.352, -10.871, -7.988], [-22.576, -10.993, -8.700], [-23.026, -9.973, -9.548], [-22.236, -8.842, -9.714], [-21.026, -8.705, -9.008], [-18.302, -10.133, -12.361], [-17.996, -8.664, -11.498], [-19.556, -9.365, -11.398], [-18.016, -13.033, -10.606], [-19.428, -12.558, -9.682], [-17.921, -12.771, -8.800], [-15.897, -11.189, -11.491], [-15.276, -11.285, -9.808], [-15.480, -9.709, -10.620], [-16.962, -3.098, -7.736], [-17.791, -1.574, -7.230], [-18.626, -2.786, -8.272], [-16.713, -3.843, -4.070], [-17.637, -2.346, -3.851], [-16.303, -2.506, -5.083], [-20.705, -2.482, -6.263], [-20.146, -2.049, -4.695], [-20.822, -3.669, -4.976], [-19.895, -4.731, -3.639], [-20.340, -5.183, -1.222], [-20.508, -7.425, -0.395], [-20.048, -9.378, -1.878], [-19.271, -8.982, -4.244], [-20.705, -4.555, -7.716], [-23.101, -4.049, -8.000], [-24.908, -5.617, -7.295], [-24.148, -7.801, -6.086], [-21.798, -8.140, -5.597], [-16.947, -11.339, -6.940], [-16.630, -12.997, -5.086], [-18.397, -13.409, -3.450], [-20.584, -12.239, -3.609], [-20.903, -10.479, -5.310], [-21.008, -11.707, -7.378], [-23.171, -11.907, -8.582], [-23.966, -10.067, -10.079], [-22.552, -8.067, -10.410], [-20.373, -7.834, -9.230], [-14.750, -4.976, -6.519], [-14.353, -6.634, -8.682], [-15.917, -6.055, -9.589], [-15.851, -5.715, -10.931], [-17.038, -5.412, -11.638], [-18.277, -5.540, -10.987], [-18.262, -5.815, -9.618], [-17.124, -6.067, -8.901], [-15.108, -5.975, -4.950], [-14.528, -5.628, -3.730], [-14.925, -6.339, -2.577], [-15.841, -7.397, -2.722], [-16.340, -7.652, -3.997], [-16.064, -6.913, -5.058], [-14.863, -5.724, -11.405], [-17.060, -5.180, -12.677], [-19.220, -5.510, -11.518], [-19.175, -5.906, -9.030], [-13.732, -4.874, -3.672], [-14.422, -6.090, -1.630], [-16.062, -8.087, -1.871], [-17.017, -8.514, -4.108], [-11.755, -10.626, -6.097], [-12.918, -11.240, -7.186], [-14.111, -10.625, -7.028], [-14.152, -9.790, -5.941], [-13.014, -9.702, -5.335], [-12.720, -11.996, -7.946], [-15.058, -10.812, -7.592], [-12.880, -9.035, -4.476], [-14.911, -12.175, -2.024], [-15.563, -11.935, -0.378], [-15.095, -10.389, 0.372], [-15.224, -12.747, 0.252], [-16.655, -11.966, -0.465]],
  "spin_multiplicity": 6,
  "energy_ha": -9496.90762,
  "total_charge": 1,
  "s2": 8.78
}

Record 2
{
  "formula": "C45H51N6OPS",
  "method": "ωB97M-V/def2-TZVPD",
  "species": ["C", "C", "C", "C", "C", "C", "C", "C", "O", "C", "P", "C", "C", "C", "C", "C", "N", "C", "C", "C", "C", "C", "C", "S", "H", "H", "H", "H", "H", "H", "H", "H", "H", "H", "H", "H", "H", "H", "H", "H", "H", "H", "H", "H", "H", "H", "H", "H", "H", "H", "N", "C", "C", "C", "C", "C", "H", "H", "H", "H", "H", "N", "C", "C", "C", "C", "C", "H", "H", "H", "H", "H", "N", "C", "C", "C", "C", "C", "H", "H", "H", "H", "H", "N", "C", "C", "C", "C", "C", "H", "H", "H", "H", "H", "N", "C", "C", "C", "C", "C", "H", "H", "H", "H", "H"],
  "coordinates": [[1.861, 4.283, 3.715], [1.623, 4.170, 2.093], [0.089, 3.808, 1.645], [-0.539, 2.461, 2.349], [-2.094, 2.526, 2.963], [-2.970, 3.948, 2.906], [-2.330, 5.114, 3.915], [-2.583, 4.749, 5.526], [-2.837, 6.473, 3.617], [-2.812, 1.178, 3.645], [-4.594, 1.151, 4.358], [-4.706, 2.133, 5.992], [-5.904, 1.685, 3.075], [-1.970, -0.262, 3.762], [-0.437, -0.291, 3.180], [0.313, 1.027, 2.473], [1.730, 0.926, 1.954], [2.695, 0.360, 2.970], [4.125, 1.106, 3.372], [5.132, 0.421, 4.505], [4.802, -1.034, 5.255], [3.361, -1.783, 4.854], [2.364, -1.077, 3.759], [0.676, -1.841, 3.291], [1.533, 3.299, 4.264], [3.039, 4.373, 3.869], [1.397, 5.250, 4.187], [2.428, 3.447, 1.589], [1.863, 5.249, 1.647], [-0.568, 4.771, 1.751], [0.132, 3.572, 0.476], [-4.092, 3.804, 3.215], [-2.973, 4.430, 1.826], [-1.143, 5.187, 3.814], [-2.288, 3.597, 5.618], [-1.824, 5.453, 6.116], [-3.683, 4.974, 5.860], [-2.330, 7.090, 4.254], [-3.619, 2.104, 6.483], [-5.068, 3.223, 5.770], [-5.410, 1.551, 6.748], [-6.794, 2.333, 3.536], [-5.372, 2.271, 2.198], [-6.337, 0.689, 2.594], [-2.482, -1.211, 4.275], [1.697, 0.212, 1.174], [4.343, 2.136, 2.832], [6.121, 1.042, 4.751], [5.542, -1.498, 6.057], [3.076, -2.815, 5.379], [0.711, -0.584, -0.915], [0.700, -1.814, -1.475], [0.277, -2.068, -2.770], [-0.165, -0.997, -3.539], [-0.167, 0.281, -2.991], [0.277, 0.435, -1.687], [1.051, -2.617, -0.833], [0.293, -3.076, -3.168], [-0.505, -1.157, -4.558], [-0.507, 1.136, -3.564], [0.298, 1.414, -1.216], [-3.469, -3.334, -1.042], [-2.555, -2.477, -0.535], [-2.200, -2.434, 0.804], [-2.819, -3.320, 1.678], [-3.766, -4.213, 1.186], [-4.053, -4.183, -0.169], [-2.102, -1.804, -1.256], [-1.457, -1.727, 1.156], [-2.567, -3.315, 2.735], [-4.267, -4.916, 1.842], [-4.781, -4.862, -0.602], [-1.507, -2.800, -6.239], [-1.817, -2.484, -7.516], [-1.402, -3.220, -8.614], [-0.618, -4.347, -8.393], [-0.280, -4.697, -7.090], [-0.746, -3.901, -6.056], [-2.428, -1.595, -7.637], [-1.684, -2.922, -9.618], [-0.273, -4.948, -9.229], [0.330, -5.569, -6.884], [-0.512, -4.134, -5.021], [0.223, 0.644, -10.484], [1.017, 1.731, -10.361], [1.542, 2.170, -9.156], [1.233, 1.454, -8.004], [0.417, 0.331, -8.098], [-0.057, -0.031, -9.349], [1.226, 2.258, -11.287], [2.176, 3.048, -9.116], [1.625, 1.768, -7.041], [0.157, -0.248, -7.219], [-0.695, -0.902, -9.474], [6.809, -3.444, 2.593], [6.768, -4.613, 1.917], [5.758, -4.958, 1.034], [4.723, -4.051, 0.832], [4.736, -2.839, 1.515], [5.791, -2.583, 2.375], [7.597, -5.288, 2.111], [5.778, -5.910, 0.516], [3.913, -4.287, 0.148], [3.943, -2.112, 1.380], [5.848, -1.650, 2.929]],
  "smiles": "CCCc1c(C[C@H](C)O)c(P(C)C)cc2c1Nc1ccccc1S2.c1ccncc1.c1ccncc1.c1ccncc1.c1ccncc1.c1ccncc1",
  "energy_ha": -2887.87670
}